[1]
{
  "formula": "C41H40Cl3IrN5OS2Si",
  "method": "ωB97M-V with the def2-TZVPD basis set",
  "molar_mass_da": 1009.6,
  "relative_energy_kcal_mol": 7.6,
  "orbital_gap_ev": 7.825,
  "multiplicity": 1,
  "total_charge": 1,
  "lumo_energy_ev": -2.4390,
  "symbols": ["Ir", "C", "Si", "C", "C", "C", "C", "C", "C", "N", "C", "S", "H", "H", "H", "H", "H", "H", "H", "H", "H", "H", "H", "H", "C", "C", "C", "C", "N", "C", "C", "C", "C", "C", "C", "C", "H", "H", "H", "H", "H", "H", "H", "H", "N", "C", "C", "C", "C", "C", "C", "H", "H", "H", "H", "H", "H", "H", "Cl", "C", "C", "C", "C", "C", "C", "N", "C", "C", "N", "C", "O", "C", "C", "C", "Cl", "S", "C", "C", "C", "Cl", "C", "H", "H", "H", "H", "H", "H", "H", "H", "H", "H", "H", "H", "H"],
  "xyz": [[0.1347, -0.1109, -0.0091], [-4.4390, 1.7282, -5.0911], [-2.9553, 0.7514, -4.5098], [-3.3057, -1.0771, -4.6487], [-1.4451, 1.2374, -5.4938], [-2.6676, 1.2091, -2.6902], [-3.4975, 2.1063, -2.0277], [-3.3051, 2.4396, -0.6892], [-2.2413, 1.8808, -0.0208], [-1.4160, 1.0346, -0.6461], [-1.6226, 0.6693, -1.9302], [-0.4452, -0.5369, -2.4122], [-4.6292, 1.5041, -6.1431], [-4.2796, 2.8059, -5.0124], [-5.3443, 1.4731, -4.5360], [-3.6238, -1.3197, -5.6653], [-4.1075, -1.3750, -3.9695], [-2.4228, -1.6723, -4.4153], [-1.5615, 0.9456, -6.5401], [-0.5536, 0.7453, -5.1013], [-1.2834, 2.3175, -5.4602], [-4.3247, 2.5580, -2.5620], [-3.9626, 3.1270, -0.1774], [-2.0115, 2.1013, 1.0132], [-2.7668, -3.0645, 1.0982], [-2.8903, -2.8618, 2.4672], [-2.1758, -1.8478, 3.0720], [-1.3297, -1.0442, 2.3128], [-1.2182, -1.2622, 0.9812], [-1.9238, -2.2391, 0.3882], [-0.5618, 0.1055, 2.8007], [-0.6785, 0.5931, 4.1017], [-0.1064, 1.8088, 4.4301], [0.5192, 2.5530, 3.4367], [0.6478, 2.0559, 2.1457], [0.1814, 0.7846, 1.8112], [-3.3161, -3.8410, 0.5865], [-3.5464, -3.4888, 3.0561], [-2.2709, -1.6683, 4.1326], [-1.7902, -2.3219, -0.6833], [-1.2339, 0.0461, 4.8533], [-0.1872, 2.1974, 5.4359], [0.9059, 3.5376, 3.6696], [1.1155, 2.6806, 1.3946], [1.5465, -1.7144, 0.3003], [2.8198, -1.5390, 0.9815], [3.9942, -1.7946, 0.2952], [5.2145, -1.6012, 0.9283], [5.2534, -1.1733, 2.2459], [4.0676, -0.9389, 2.9310], [2.8456, -1.1137, 2.3005], [1.0329, -2.4665, 0.7542], [1.7296, -2.0310, -0.6481], [3.9617, -2.1337, -0.7344], [6.1329, -1.7930, 0.3898], [6.2038, -1.0293, 2.7416], [4.0921, -0.6113, 3.9618], [1.9214, -0.9074, 2.8248], [4.9159, 6.1447, -8.8155], [4.4660, 5.4871, -7.2796], [5.1600, 5.8623, -6.1403], [4.7847, 5.3337, -4.9169], [3.7304, 4.4339, -4.8102], [3.3293, 3.8636, -3.4727], [3.9258, 2.4781, -3.2571], [3.3513, 1.8699, -2.0658], [3.8004, 2.0209, -0.7771], [2.8592, 1.4567, 0.0202], [1.8294, 0.9717, -0.7644], [2.1625, 1.2503, -2.0154], [3.7491, 4.7003, -2.4118], [2.6667, 5.1926, -1.6190], [1.6323, 5.8825, -2.4515], [0.3805, 5.3949, -2.6833], [-0.2771, 3.9261, -2.0717], [-0.5355, 6.3688, -3.7537], [0.7715, 7.4657, -3.9182], [1.8473, 7.0901, -3.1821], [3.0607, 4.0785, -5.9758], [1.7187, 2.9675, -5.9027], [3.4104, 4.5942, -7.2117], [5.9798, 6.5625, -6.2149], [5.3047, 5.6323, -4.0167], [2.2419, 3.7543, -3.4558], [5.0042, 2.5529, -3.1212], [3.7233, 1.8352, -4.1129], [4.7392, 2.4942, -0.5512], [2.8826, 1.3160, 1.0849], [1.5656, 1.0322, -2.8843], [3.1206, 5.8752, -0.9019], [2.2074, 4.3681, -1.0646], [0.6677, 8.3352, -4.5467], [2.7748, 7.6443, -3.1530], [2.8677, 4.3086, -8.1011]],
  "forces_ev_per_a": [[0.93, 0.36, -0.13], [0.00, 0.00, 0.00], [-0.01, 0.01, 0.01], [0.00, 0.00, 0.00], [0.03, 0.01, -0.01], [-0.05, 0.01, -0.03], [-0.01, -0.03, -0.06], [0.02, -0.01, 0.07], [0.03, 0.11, 0.02], [0.21, 0.15, -0.19], [0.05, -0.02, -0.04], [-0.38, -0.31, 0.13], [0.00, 0.00, 0.00], [0.00, 0.00, 0.00], [0.00, 0.00, 0.00], [0.01, -0.01, 0.00], [0.00, 0.00, -0.01], [0.00, 0.00, 0.00], [0.01, 0.01, 0.00], [0.01, -0.01, -0.02], [-0.02, 0.00, 0.01], [0.00, 0.00, 0.00], [0.00, 0.00, 0.00], [0.01, 0.00, 0.00], [0.00, 0.01, 0.00], [-0.01, -0.01, 0.00], [0.04, 0.00, 0.02], [0.04, -0.07, 0.02], [-0.16, -0.11, -0.17], [-0.03, 0.02, 0.00], [-0.08, 0.07, -0.04], [0.00, 0.01, -0.01], [0.00, 0.01, 0.00], [0.01, 0.02, 0.01], [0.13, -0.07, 0.01], [-0.37, -0.24, 0.18], [0.00, 0.00, 0.00], [0.00, 0.00, 0.00], [0.00, -0.01, 0.00], [0.00, -0.01, 0.01], [0.00, 0.01, 0.00], [0.00, 0.00, 0.00], [0.00, 0.00, 0.00], [0.02, -0.02, 0.01], [0.07, 0.18, 0.11], [0.02, -0.03, -0.04], [0.02, 0.09, -0.02], [-0.01, 0.00, -0.02], [-0.01, 0.01, 0.01], [0.01, 0.01, 0.00], [-0.04, -0.07, 0.02], [-0.05, 0.01, 0.02], [0.03, -0.08, 0.03], [0.00, 0.00, 0.00], [0.00, 0.00, 0.00], [0.00, 0.00, 0.00], [0.00, 0.00, 0.00], [0.01, -0.01, 0.00], [0.00, 0.00, 0.00], [0.01, 0.00, 0.00], [0.00, 0.00, -0.01], [0.00, -0.01, 0.00], [0.00, 0.01, -0.01], [-0.01, -0.02, -0.05], [0.06, -0.06, -0.03], [-0.05, 0.06, 0.05], [0.03, -0.06, -0.01], [0.09, -0.16, 0.02], [-0.38, 0.13, 0.08], [-0.06, 0.04, 0.01], [0.00, -0.02, 0.01], [-0.02, 0.02, 0.02], [-0.06, 0.02, 0.03], [0.01, 0.01, -0.04], [-0.01, -0.01, 0.01], [0.00, 0.00, 0.00], [-0.01, 0.00, -0.01], [0.01, 0.02, 0.03], [0.00, 0.02, 0.01], [-0.02, -0.02, 0.00], [-0.01, -0.01, 0.00], [0.00, 0.00, 0.00], [0.00, 0.00, 0.00], [0.03, -0.01, -0.03], [0.00, 0.00, -0.01], [-0.01, 0.00, 0.00], [-0.01, 0.01, -0.01], [-0.04, 0.04, -0.01], [-0.02, -0.01, 0.00], [0.01, 0.03, -0.02], [0.01, 0.01, 0.03], [0.00, 0.00, 0.00], [0.00, 0.00, 0.01], [0.00, 0.00, 0.00]],
  "mulliken_charge": [1.004, -1.192, 0.135, -1.060, -0.910, 0.536, 0.084, -1.347, -0.143, 0.014, -0.531, -0.618, 0.340, 0.320, 0.351, 0.373, 0.344, 0.295, 0.506, 0.257, 0.242, 0.446, 0.461, 0.446, -0.921, -0.505, -1.129, 0.818, 0.197, -0.048, 1.218, -0.429, -1.066, -0.700, -0.185, -0.321, 0.475, 0.453, 0.461, 0.500, 0.391, 0.387, 0.478, 0.249, -0.291, 0.311, -0.538, -0.724, -0.556, -0.749, -0.069, 0.412, 0.373, 0.391, 0.419, 0.418, 0.435, 0.430, -0.202, 0.373, -1.026, -0.177, -1.049, 1.437, -1.386, 0.257, -1.716, -0.491, 0.644, -0.451, -0.537, 0.480, -0.216, 0.421, 0.265, -0.149, -0.456, -0.892, 0.780, -0.072, -0.884, 0.438, 0.487, 0.074, 0.300, 0.548, 0.534, 1.012, 0.492, 0.464, -0.621, 0.448, 0.447, 0.479]
}

=====

[2]
{
  "formula": "C41H40ClCrN2P2Se",
  "method": "ωB97M-V with the def2-TZVPD basis set",
  "molar_mass_da": 789.1,
  "orbital_gap_ev": [6.020, 7.278],
  "s2": 3.8466,
  "multiplicity": 4,
  "total_charge": 2,
  "lumo_energy_ev": [-7.5847, -6.4093],
  "symbols": ["Cr", "Cl", "P", "P", "C", "C", "C", "C", "C", "C", "C", "C", "C", "C", "C", "H", "H", "H", "H", "H", "C", "C", "C", "C", "C", "H", "H", "H", "H", "H", "C", "C", "C", "C", "C", "H", "H", "H", "H", "H", "C", "C", "C", "C", "C", "H", "H", "H", "H", "H", "C", "C", "C", "C", "C", "H", "H", "H", "H", "H", "C", "C", "C", "C", "C", "H", "H", "H", "H", "H", "H", "H", "C", "N", "C", "C", "N", "C", "C", "Se", "H", "H", "H", "H", "H", "H", "H", "H"],
  "xyz": [[0.2616, -0.7233, -0.4650], [1.3048, -2.1614, -1.8277], [1.0011, -1.5696, 1.7217], [-0.6529, 0.5696, -2.3180], [0.5909, -0.8121, 3.3456], [2.8285, -1.7157, 1.8529], [0.3003, -3.2717, 1.9212], [-2.1668, -0.0658, -3.1408], [-0.9527, 2.3639, -2.2371], [0.6948, 0.4846, -3.5827], [-0.3216, -1.3867, 4.2523], [-0.6566, -0.7184, 5.4271], [-0.0411, 0.4918, 5.7458], [0.9095, 1.0443, 4.8816], [1.2054, 0.4093, 3.6778], [-0.7236, -2.3853, 4.0631], [-1.3901, -1.1600, 6.1060], [-0.3037, 1.0140, 6.6645], [1.4387, 1.9571, 5.1529], [1.9423, 0.8511, 3.0049], [-1.0946, -3.4665, 1.8035], [-1.6258, -4.7500, 1.9078], [-0.7792, -5.8336, 2.1495], [0.5935, -5.6368, 2.3220], [1.1410, -4.3584, 2.2079], [-1.7588, -2.6264, 1.5834], [-2.6980, -4.8920, 1.7917], [-1.1950, -6.8340, 2.2273], [1.2518, -6.4733, 2.5373], [2.2137, -4.1877, 2.3198], [3.4861, -1.8609, 3.0929], [4.8760, -1.9900, 3.1331], [5.6196, -1.9874, 1.9472], [4.9654, -1.8300, 0.7210], [3.5926, -1.6588, 0.6809], [2.9110, -1.8660, 4.0235], [5.3740, -2.1057, 4.0997], [6.6987, -2.1111, 1.9902], [5.5388, -1.8469, -0.1999], [3.0893, -1.5170, -0.2795], [-0.0210, 3.2892, -2.7347], [-0.2735, 4.6618, -2.6619], [-1.4754, 5.1163, -2.0982], [-2.3976, 4.1972, -1.5760], [-2.1226, 2.8354, -1.6263], [0.9060, 2.9469, -3.1960], [0.4644, 5.3635, -3.0580], [-1.6850, 6.1811, -2.0808], [-3.3239, 4.5500, -1.1329], [-2.8358, 2.1262, -1.2103], [-2.5876, -1.3836, -2.8807], [-3.7724, -1.8406, -3.4557], [-4.5190, -1.0185, -4.3049], [-4.0883, 0.2736, -4.6120], [-2.9150, 0.7415, -4.0228], [-1.9899, -2.0413, -2.2535], [-4.1165, -2.8484, -3.2437], [-5.4439, -1.3800, -4.7519], [-4.6444, 0.9112, -5.3089], [-2.5763, 1.7497, -4.2512], [0.4187, 0.1640, -4.9172], [1.4755, -0.0238, -5.8091], [2.7954, 0.0944, -5.3732], [3.0730, 0.4509, -4.0521], [2.0261, 0.6925, -3.1716], [-0.6198, 0.0349, -5.2360], [1.2502, -0.2880, -6.8453], [3.6108, -0.0776, -6.0725], [4.0995, 0.5271, -3.7045], [2.2359, 0.9891, -2.1389], [-1.1554, -2.4004, -0.4726], [-0.6624, -1.9844, -0.0276], [-1.9958, 0.3177, 1.4466], [-1.6334, 1.7109, 1.5705], [-2.3959, 2.6781, 2.2100], [-1.7132, 3.8457, 2.1107], [-0.5236, 3.5743, 1.4613], [0.4698, 4.5690, 1.1179], [-0.4546, 2.2508, 1.1516], [1.0666, 1.4146, 0.4535], [-3.0858, 0.2486, 1.4999], [-1.5454, -0.2546, 2.2631], [-1.6562, -0.0873, 0.4709], [-3.3355, 2.4046, 2.6722], [-1.9766, 4.8278, 2.4742], [0.2006, 5.0955, 0.1991], [0.5438, 5.3211, 1.9056], [1.4366, 4.0901, 0.9690]],
  "forces_ev_per_a": [[0.83, 0.78, -0.59], [-0.41, 0.40, 0.47], [0.70, -1.60, 1.55], [0.01, 0.40, -2.13], [-0.37, 0.53, 0.08], [0.20, 0.30, -0.11], [0.06, 0.00, 0.02], [-0.14, -0.23, 0.12], [0.08, 0.51, 0.51], [0.11, 0.02, 0.09], [0.30, -0.12, -0.34], [0.05, 0.04, 0.12], [-0.05, 0.12, -0.18], [-0.09, -0.22, 0.01], [-0.03, -0.04, 0.09], [-0.02, 0.45, 0.02], [0.31, 0.13, -0.19], [0.10, -0.18, -0.16], [-0.19, -0.18, -0.07], [-0.19, -0.20, 0.31], [0.59, -0.34, -0.07], [0.13, 0.23, 0.01], [0.23, 0.10, 0.17], [-0.19, 0.15, -0.07], [-0.36, 0.35, -0.19], [0.10, -0.28, 0.29], [0.21, -0.07, 0.06], [0.07, 0.15, -0.03], [-0.17, 0.07, -0.06], [-0.34, -0.19, -0.03], [-0.21, 0.00, -0.17], [-0.16, -0.02, -0.07], [-0.45, -0.02, 0.05], [0.49, 0.00, 0.37], [-0.48, -0.09, -0.13], [0.23, -0.04, -0.32], [-0.17, 0.05, -0.38], [-0.20, 0.03, -0.06], [-0.08, 0.09, 0.09], [0.35, -0.12, 0.35], [-0.03, 0.00, 0.02], [-0.42, -0.16, 0.18], [0.29, -0.39, -0.14], [0.37, 0.23, -0.07], [0.10, 0.01, -0.04], [-0.33, 0.10, 0.12], [-0.32, -0.20, 0.12], [-0.04, -0.12, 0.05], [0.09, -0.05, -0.08], [-0.01, 0.09, -0.12], [-0.26, 0.67, -0.32], [-0.01, 0.04, -0.08], [0.01, 0.07, -0.06], [0.32, -0.19, 0.19], [0.16, 0.00, 0.19], [-0.14, 0.06, -0.16], [0.04, 0.12, -0.07], [0.23, -0.04, 0.17], [0.22, -0.32, 0.36], [-0.03, -0.15, 0.08], [-0.03, -0.11, 0.43], [-0.05, 0.02, -0.03], [-0.17, 0.04, -0.06], [-0.22, 0.14, -0.07], [-0.30, -0.40, 0.01], [0.45, -0.03, 0.01], [0.16, 0.11, 0.35], [-0.16, -0.01, 0.16], [-0.14, 0.09, -0.12], [0.02, -0.13, -0.36], [0.79, 0.97, 0.00], [-1.65, -1.99, 0.22], [-0.07, -0.25, 0.31], [1.08, 0.48, -0.17], [0.18, -0.17, -0.41], [-0.12, -0.44, 0.13], [-0.16, -0.94, -0.05], [0.43, 0.66, -0.22], [-1.32, 0.86, 0.45], [0.50, 0.43, -0.22], [0.21, -0.16, -0.18], [-0.18, 0.05, -0.13], [-0.46, 0.36, 0.27], [0.13, 0.27, -0.14], [0.15, -0.09, -0.10], [-0.10, -0.25, 0.01], [0.00, -0.28, 0.07], [-0.08, 0.06, 0.11]],
  "lowdin_spin": [2.990, 0.055, -0.019, -0.015, -0.005, 0.005, -0.004, -0.005, -0.004, 0.007, -0.003, 0.000, -0.003, 0.001, -0.001, 0.000, 0.000, 0.000, 0.000, 0.001, -0.001, -0.001, 0.000, -0.001, -0.002, 0.000, 0.000, 0.000, 0.000, 0.000, 0.000, 0.001, -0.001, 0.000, 0.002, 0.000, 0.000, 0.000, 0.000, 0.001, -0.003, 0.000, -0.003, 0.000, -0.003, 0.000, 0.000, 0.000, 0.000, 0.000, 0.002, 0.000, -0.001, 0.000, -0.002, 0.002, 0.000, 0.000, 0.000, 0.000, 0.000, 0.000, 0.000, 0.000, 0.002, 0.000, 0.000, 0.000, 0.000, 0.001, 0.003, 0.011, 0.009, 0.002, 0.001, 0.001, 0.000, -0.001, -0.002, -0.021, 0.000, 0.000, 0.005, 0.000, 0.000, 0.000, 0.000, -0.001]
}